# 1
A molecular structure, C41H28F6HgIN4O7PS4 in a non-equilibrium geometry, computed with the ωB97M-V functional and the def2-TZVPD basis.

* net charge: -1
* energy above the lowest of the compared OMol25 structures with the same formula, charge and spin: 5.3 kcal per mole
* <S²>: 0.7754
* HOMO level (alpha / beta): -2.38 / -4.90 eV
* LUMO level (alpha / beta): 1.57 / 1.57 eV
* total energy: -144475.898 eV
* multiplicity: 2

Element x y z (Å)
Hg  -0.27  0.78  0.27
F  0.18  6.29  0.75
C  0.29  5.02  1.13
F  1.01  4.97  2.25
F  0.97  4.36  0.18
S  -1.37  4.25  1.41
O  -1.05  2.85  1.60
O  -1.90  4.99  2.51
N  -2.15  4.55  0.09
S  -2.22  3.53  -1.11
O  -3.51  2.96  -1.28
O  -1.06  2.67  -1.24
C  -2.00  4.71  -2.51
F  -2.11  4.04  -3.66
F  -2.92  5.67  -2.49
F  -0.79  5.27  -2.47
I  1.47  1.51  3.26
C  1.95  -0.42  3.92
C  3.30  -0.60  4.24
C  3.68  -1.77  4.89
C  2.72  -2.69  5.24
C  1.36  -2.51  4.92
C  0.40  -3.43  5.40
C  -0.96  -3.24  5.14
C  -1.36  -2.23  4.30
C  -0.43  -1.34  3.69
P  -1.14  -0.66  2.22
C  -1.78  -2.17  1.38
C  -0.84  -3.17  1.16
C  -1.19  -4.35  0.53
C  -2.50  -4.55  0.11
C  -3.45  -3.56  0.33
C  -3.09  -2.38  0.97
C  -2.58  0.37  2.65
C  -2.76  0.78  3.96
C  -3.75  1.70  4.28
C  -4.57  2.22  3.29
C  -4.39  1.81  1.97
C  -3.40  0.90  1.65
C  0.95  -1.37  4.13
H  4.01  0.18  4.02
H  4.72  -1.93  5.14
H  2.99  -3.58  5.80
H  0.73  -4.25  6.02
H  -1.70  -3.91  5.57
H  -2.41  -2.14  4.05
H  0.18  -3.03  1.50
H  -0.44  -5.12  0.37
H  -2.78  -5.47  -0.40
H  -4.47  -3.70  0.00
H  -3.85  -1.64  1.14
H  -2.11  0.39  4.73
H  -3.87  2.02  5.31
H  -5.32  2.95  3.54
H  -5.00  2.23  1.18
H  -3.26  0.64  0.61
O  0.75  -1.66  -1.07
C  -0.34  -1.56  -1.61
N  -1.24  -0.58  -1.35
S  -2.48  -0.55  -2.41
O  -3.74  -0.65  -1.73
O  -2.32  0.49  -3.40
C  -2.06  -2.10  -3.16
C  -2.75  -2.83  -4.12
C  -2.17  -4.01  -4.55
C  -0.94  -4.44  -4.03
C  -0.27  -3.70  -3.08
C  -0.85  -2.52  -2.65
H  -3.69  -2.48  -4.51
H  -2.67  -4.62  -5.29
H  -0.52  -5.38  -4.38
H  0.67  -4.02  -2.66
S  5.94  1.74  -2.34
C  4.31  1.53  -1.65
C  4.11  0.62  -0.63
C  2.84  0.49  -0.10
N  1.82  1.22  -0.55
C  2.00  2.10  -1.53
C  3.24  2.30  -2.11
C  5.53  1.65  -4.07
C  4.97  0.50  -4.61
C  4.67  0.48  -5.96
N  4.92  1.50  -6.78
C  5.47  2.59  -6.26
C  5.78  2.72  -4.91
H  4.92  0.01  -0.25
H  2.63  -0.21  0.70
H  1.13  2.65  -1.85
H  3.36  3.02  -2.90
H  4.75  -0.36  -3.99
H  4.22  -0.40  -6.41
H  5.66  3.41  -6.94
H  6.22  3.63  -4.53

=====

# 2
A molecular structure, C41H29AsCdN9O3 in a non-equilibrium geometry, computed with the ωB97M-V functional and the def2-TZVPD basis.

* net charge: -1
* energy above the lowest of the compared OMol25 structures with the same formula, charge and spin: 0.0 kcal per mole
* HOMO level (alpha / beta): -3.70 / -3.59 eV
* LUMO level (alpha / beta): 1.43 / 1.32 eV
* total energy: -127948.228 eV
* multiplicity: 1

Element x y z (Å)
Cd  -19.06  -1.80  -0.23
C  -24.04  -0.04  4.01
C  -23.03  0.19  4.92
C  -21.71  -0.09  4.67
C  -21.44  -0.74  3.43
C  -20.22  -1.31  2.79
N  -20.57  -1.80  1.54
C  -21.88  -1.69  1.38
N  -22.72  -2.37  0.57
C  -22.21  -3.14  -0.36
C  -22.99  -4.18  -1.00
C  -24.31  -4.63  -0.88
C  -24.73  -5.70  -1.66
C  -23.89  -6.30  -2.60
C  -22.55  -5.99  -2.64
C  -22.15  -4.88  -1.90
C  -20.87  -4.22  -1.74
N  -19.76  -4.69  -2.39
C  -18.57  -4.58  -1.87
N  -18.10  -3.85  -0.82
C  -16.92  -4.32  -0.42
N  -16.29  -4.06  0.71
C  -16.73  -3.24  1.64
N  -17.83  -2.47  1.66
C  -17.99  -2.03  2.99
N  -19.09  -1.47  3.45
C  -16.90  -2.51  3.79
C  -16.45  -2.37  5.14
C  -15.34  -3.10  5.57
C  -14.62  -3.92  4.69
C  -15.00  -4.03  3.39
C  -16.12  -3.31  2.97
C  -16.51  -5.43  -1.29
C  -15.34  -6.19  -1.32
C  -15.27  -7.19  -2.30
C  -16.35  -7.44  -3.18
C  -17.51  -6.68  -3.13
C  -17.55  -5.63  -2.22
N  -20.93  -3.23  -0.83
C  -22.47  -0.97  2.52
C  -23.83  -0.70  2.82
H  -25.02  0.35  4.14
H  -23.23  0.65  5.85
H  -20.90  0.08  5.40
H  -24.92  -4.07  -0.13
H  -25.77  -6.00  -1.64
H  -24.31  -7.06  -3.25
H  -21.88  -6.56  -3.23
H  -17.06  -1.73  5.78
H  -15.02  -2.89  6.58
H  -13.68  -4.32  5.02
H  -14.55  -4.69  2.64
H  -14.50  -5.93  -0.72
H  -14.32  -7.70  -2.44
H  -16.25  -8.17  -3.98
H  -18.28  -6.73  -3.92
H  -24.56  -1.02  2.08
O  -20.54  2.50  -0.93
C  -19.97  1.46  -0.58
O  -20.18  0.27  -1.01
C  -18.88  1.61  0.50
C  -18.83  2.72  1.32
C  -17.81  2.85  2.18
C  -16.85  1.82  2.25
C  -16.90  0.78  1.35
N  -17.95  0.66  0.51
H  -19.59  3.45  1.22
H  -17.72  3.69  2.89
H  -16.18  1.85  3.06
H  -16.12  0.04  1.29
C  -21.41  -1.01  -3.31
As  -19.53  -0.69  -3.42
C  -19.14  1.13  -3.47
C  -19.12  -1.28  -5.22
O  -18.53  -1.56  -2.44
H  -21.92  -0.50  -4.12
H  -21.67  -0.67  -2.32
H  -21.54  -2.07  -3.36
H  -18.87  1.45  -4.48
H  -18.32  1.19  -2.76
H  -19.97  1.73  -3.15
H  -19.98  -1.17  -5.86
H  -18.92  -2.35  -5.18
H  -18.31  -0.69  -5.66

=====

# 3
A molecular structure, C41H29BBaN2O8SSb in a non-equilibrium geometry, computed with the ωB97M-V functional and the def2-TZVPD basis.

* net charge: -1
* HOMO level: -5.60 eV
* LUMO level: 2.34 eV
* total energy: -81097.297 eV
* multiplicity: 1

Element x y z (Å)
Ba  0.87  1.05  1.57
O  -2.31  -1.29  -0.40
C  -1.56  -0.07  -0.23
O  -0.29  -0.33  0.20
C  -2.30  0.79  0.78
C  -3.68  0.91  0.87
C  -4.20  1.75  1.85
C  -3.34  2.42  2.70
C  -1.97  2.24  2.54
N  -1.49  1.46  1.58
C  -0.89  2.87  3.44
O  -1.26  3.69  4.27
O  0.27  2.46  3.20
H  -1.88  -1.76  -1.12
H  -4.31  0.34  0.21
H  -5.28  1.87  1.94
H  -3.69  3.07  3.49
O  3.71  1.72  -1.52
C  3.14  1.87  -0.45
O  2.72  0.99  0.35
C  2.88  3.29  0.08
C  3.94  4.21  0.22
C  3.74  5.34  0.96
C  2.46  5.60  1.49
C  2.17  6.68  2.34
C  0.90  6.87  2.82
C  -0.15  6.04  2.39
C  0.10  4.98  1.57
C  1.41  4.69  1.16
N  1.67  3.52  0.52
H  4.89  3.98  -0.23
H  4.55  6.03  1.17
H  2.97  7.34  2.64
H  0.69  7.68  3.51
H  -1.15  6.21  2.76
H  -0.70  4.33  1.23
S  1.71  -1.62  2.54
Sb  0.62  -2.54  0.77
C  -1.29  -3.27  1.48
C  -2.17  -4.00  0.70
C  -3.29  -4.58  1.28
C  -3.51  -4.46  2.64
C  -2.62  -3.75  3.42
C  -1.51  -3.15  2.84
C  1.53  -4.50  0.89
C  2.91  -4.56  0.78
C  3.59  -5.76  0.95
C  2.88  -6.92  1.22
C  1.50  -6.87  1.32
C  0.83  -5.67  1.16
C  1.04  -2.31  -1.34
C  1.91  -1.29  -1.69
C  2.22  -1.08  -3.02
C  1.67  -1.88  -4.00
C  0.81  -2.91  -3.65
C  0.50  -3.13  -2.31
H  -2.00  -4.10  -0.37
H  -3.98  -5.14  0.66
H  -4.36  -4.94  3.09
H  -2.78  -3.67  4.49
H  -0.81  -2.59  3.45
H  3.46  -3.65  0.59
H  4.67  -5.79  0.89
H  3.40  -7.85  1.37
H  0.94  -7.77  1.55
H  -0.25  -5.64  1.25
H  2.34  -0.65  -0.94
H  2.89  -0.27  -3.28
H  1.91  -1.72  -5.05
H  0.39  -3.55  -4.41
H  -0.17  -3.94  -2.05
O  -1.13  -0.08  -2.79
B  -1.44  0.65  -1.66
O  -1.67  1.97  -1.98
C  -1.50  2.06  -3.33
C  -1.68  3.14  -4.17
C  -1.50  2.91  -5.53
C  -1.16  1.66  -6.02
C  -0.98  0.58  -5.18
C  -1.16  0.80  -3.83
H  -1.97  4.11  -3.79
H  -1.65  3.73  -6.22
H  -1.03  1.53  -7.09
H  -0.71  -0.40  -5.55

=====

# 4
A molecular structure, C41H30BrCuF7O2P2, computed with the ωB97M-V functional and the def2-TZVPD basis.

* net charge: 0
* <S²>: 0.7565
* HOMO level (alpha / beta): -7.24 / -8.63 eV
* LUMO level (alpha / beta): 0.33 / -0.71 eV
* total energy: -199382.069 eV
* multiplicity: 2

Element x y z (Å)
Cu  -0.05  0.22  0.68
C  2.56  -0.82  -2.44
C  3.81  -1.01  -1.62
C  4.95  -1.54  -2.23
C  6.12  -1.74  -1.53
C  6.19  -1.40  -0.19
C  5.07  -0.86  0.43
C  3.88  -0.67  -0.26
P  2.43  0.12  0.55
C  2.78  -0.01  2.34
C  2.85  1.13  3.13
C  2.98  1.04  4.51
C  3.02  -0.21  5.11
C  2.94  -1.35  4.33
C  2.82  -1.28  2.94
C  2.74  -2.57  2.16
C  2.68  1.87  0.13
C  3.92  2.49  0.15
C  4.03  3.86  -0.03
C  2.87  4.61  -0.23
C  1.64  3.99  -0.29
C  1.52  2.60  -0.14
C  0.19  1.91  -0.32
H  2.78  -0.94  -3.50
H  2.12  0.17  -2.30
H  1.81  -1.56  -2.16
H  4.90  -1.80  -3.28
H  6.99  -2.16  -2.03
H  7.10  -1.54  0.37
H  5.12  -0.60  1.48
H  2.80  2.11  2.67
H  3.02  1.94  5.11
H  3.11  -0.29  6.19
H  2.96  -2.33  4.80
H  2.39  -3.38  2.80
H  3.72  -2.86  1.77
H  2.06  -2.51  1.31
H  4.82  1.90  0.34
H  5.00  4.34  0.00
H  2.94  5.68  -0.36
H  0.74  4.57  -0.48
H  0.13  1.46  -1.33
H  -0.64  2.61  -0.21
F  -3.47  -5.81  0.83
C  -3.30  -4.50  0.65
C  -4.05  -3.61  1.38
F  -4.93  -4.05  2.27
C  -3.87  -2.24  1.19
F  -4.64  -1.47  1.96
C  -2.96  -1.73  0.28
P  -2.53  0.05  0.11
C  -3.15  0.49  -1.56
C  -3.03  1.82  -1.97
C  -3.48  2.22  -3.21
C  -4.07  1.30  -4.07
C  -4.22  -0.01  -3.67
C  -3.77  -0.42  -2.42
C  -3.69  1.01  1.14
C  -5.00  1.26  0.75
C  -5.84  2.01  1.56
C  -5.37  2.52  2.77
C  -4.06  2.29  3.15
C  -3.21  1.54  2.34
C  -2.21  -2.67  -0.44
Br  -0.86  -2.18  -1.66
C  -2.38  -4.03  -0.26
F  -1.67  -4.92  -0.94
H  -2.59  2.55  -1.30
H  -3.37  3.26  -3.51
H  -4.42  1.62  -5.05
H  -4.70  -0.73  -4.32
H  -3.90  -1.45  -2.12
H  -5.37  0.87  -0.19
H  -6.86  2.19  1.25
H  -6.03  3.10  3.40
H  -3.68  2.69  4.09
H  -2.19  1.36  2.64
F  -0.16  -3.15  3.88
C  -0.76  -1.96  3.93
F  -0.44  -1.38  5.08
F  -2.09  -2.17  3.92
C  -0.41  -1.07  2.72
O  -0.39  0.16  2.88
O  -0.24  -1.65  1.61

=====

# 5
5 unconnected molecules or ions with the total composition C41H30F4N2O19P2 in a non-equilibrium geometry, computed with the ωB97M-V functional and the def2-TZVPD basis.

* SMILES: Cc1nc2cc(C(F)(F)F)c(PP(=O)(O)O)c(Cc3ccccc3)c2nc1F.O=C1C=C(O)C(=O)C=C1O.O=C1C=C(O)C(=O)C=C1O.O=C1C=C(O)C(=O)C=C1O.O=C1C=C(O)C(=O)C=C1O
* net charge: 0
* energy above the lowest of the compared OMol25 structures with the same formula, charge and spin: 0.0 kcal per mole
* HOMO level: -8.80 eV
* LUMO level: -1.64 eV
* total energy: -114335.118 eV
* multiplicity: 1

Element x y z (Å)
C  -10.15  -6.13  3.01
C  -8.83  -6.24  2.30
N  -8.81  -6.10  1.01
C  -7.59  -6.24  0.41
C  -7.52  -6.12  -0.99
C  -6.33  -6.25  -1.65
C  -6.37  -6.08  -3.15
F  -5.43  -5.22  -3.59
F  -6.24  -7.21  -3.82
F  -7.54  -5.54  -3.54
C  -5.13  -6.53  -0.91
P  -3.51  -6.79  -1.71
P  -3.68  -8.94  -2.13
O  -5.10  -9.29  -2.36
O  -2.74  -9.31  -3.35
O  -3.14  -9.75  -0.86
C  -5.19  -6.62  0.47
C  -3.94  -6.84  1.31
C  -3.21  -5.54  1.56
C  -3.86  -4.51  2.25
C  -3.23  -3.30  2.48
C  -1.93  -3.06  2.02
C  -1.28  -4.10  1.36
C  -1.91  -5.32  1.13
C  -6.43  -6.49  1.14
N  -6.46  -6.62  2.51
C  -7.63  -6.51  3.01
F  -7.73  -6.65  4.33
H  -10.60  -5.16  2.83
H  -10.06  -6.35  4.06
H  -10.81  -6.86  2.54
H  -8.44  -5.93  -1.51
H  -3.53  -6.19  -2.98
H  -2.75  -10.27  -3.46
H  -3.70  -9.52  -0.11
H  -3.27  -7.57  0.85
H  -4.22  -7.26  2.27
H  -4.86  -4.63  2.63
H  -3.73  -2.49  2.99
H  -1.46  -2.11  2.20
H  -0.27  -3.94  1.02
H  -1.36  -6.08  0.61
O  -1.92  4.32  -0.37
C  -1.84  3.33  0.34
C  -0.59  2.69  0.69
C  -0.61  1.59  1.46
O  0.50  0.95  1.83
C  -1.89  1.00  1.98
O  -1.83  -0.01  2.66
C  -3.14  1.66  1.64
C  -3.12  2.76  0.87
O  -4.22  3.41  0.52
H  0.34  3.12  0.32
H  0.20  0.20  2.38
H  -4.06  1.24  2.02
H  -3.92  4.16  -0.03
O  1.58  4.09  -0.89
C  2.69  4.52  -1.15
C  3.67  4.88  -0.14
C  4.87  5.35  -0.52
O  5.81  5.69  0.34
C  5.23  5.53  -1.97
O  6.33  5.97  -2.24
C  4.25  5.15  -2.97
C  3.06  4.67  -2.60
O  2.12  4.30  -3.46
H  3.40  4.74  0.89
H  6.56  6.01  -0.19
H  4.53  5.26  -4.01
H  1.36  4.00  -2.93
O  5.35  2.12  -1.84
C  6.38  1.73  -2.34
C  6.79  2.04  -3.70
C  7.94  1.55  -4.17
O  8.38  1.80  -5.40
C  8.84  0.67  -3.35
O  9.86  0.25  -3.86
C  8.44  0.37  -1.98
C  7.29  0.86  -1.50
O  6.86  0.63  -0.27
H  6.14  2.68  -4.28
H  9.23  1.33  -5.49
H  9.09  -0.25  -1.39
H  6.01  1.10  -0.18
O  5.97  11.79  4.26
C  5.98  11.15  3.23
C  5.71  11.71  1.91
C  5.73  10.92  0.83
O  5.50  11.37  -0.39
C  6.01  9.45  0.94
O  5.99  8.79  -0.09
C  6.30  8.88  2.24
C  6.29  9.68  3.32
O  6.54  9.24  4.55
H  5.51  12.77  1.85
H  5.57  10.59  -0.98
H  6.52  7.83  2.30
H  6.46  10.01  5.14